1.
Formula: C29H23IrN3S5
Source: the Open Molecules 2025 dataset
Level of theory: ωB97M-V/def2-TZVPD

Geometry (Å):
Ir: 0.0247 0.2380 -0.0700
S: 2.5848 0.3331 -0.1385
C: 2.8391 0.9134 -1.7475
C: 4.0424 1.5931 -1.9956
C: 4.2705 2.2106 -3.2045
C: 3.3275 2.1188 -4.2199
C: 2.1630 1.3911 -4.0168
C: 1.9095 0.7866 -2.7965
S: 0.3088 -0.0283 -2.6374
C: 0.6911 -1.8299 -2.6372
C: 0.5045 -2.6148 -1.3664
C: 0.3564 -3.9970 -1.4534
C: 0.2745 -4.7389 -0.2892
C: 0.3614 -4.0914 0.9347
C: 0.5188 -2.7127 0.9476
C: 0.7519 -1.9995 2.2431
S: -0.0734 -0.3749 2.4685
C: -1.8057 -0.7867 2.7043
C: -2.2297 -0.9075 4.0157
C: -3.5679 -1.1208 4.3161
C: -4.4952 -1.2337 3.2886
C: -4.0815 -1.1406 1.9770
C: -2.7382 -0.8821 1.6567
S: -2.3671 -0.6954 -0.0206
N: 0.5599 -2.0044 -0.1851
H: 4.7717 1.6539 -1.2034
H: 5.1784 2.7708 -3.3560
H: 3.5006 2.6044 -5.1656
H: 1.4434 1.2945 -4.8149
H: 1.7234 -1.9250 -2.9787
H: 0.0357 -2.2417 -3.4063
H: 0.3105 -4.4827 -2.4143
H: 0.1656 -5.8105 -0.3293
H: 0.3231 -4.6463 1.8568
H: 1.8118 -1.7319 2.3105
H: 0.4926 -2.6268 3.0951
H: -1.5052 -0.8265 4.8109
H: -3.8808 -1.1943 5.3449
H: -5.5373 -1.3837 3.5179
H: -4.7944 -1.2441 1.1747
S: -0.1423 6.6841 -1.1099
C: -0.3103 4.9662 -0.6255
C: -1.2730 4.1561 -1.2146
C: -1.3775 2.8463 -0.7921
N: -0.5908 2.3270 0.1567
C: 0.3191 3.1193 0.7352
C: 0.5041 4.4360 0.3671
C: -1.3547 7.2760 0.0883
C: -0.9354 7.6483 1.3554
C: -1.9100 8.0850 2.2464
N: -3.1748 8.1392 1.9076
C: -3.5820 7.7987 0.7096
C: -2.6940 7.3472 -0.2609
H: -1.9254 4.5368 -1.9822
H: -2.1271 2.1873 -1.2086
H: 0.9017 2.6799 1.5341
H: 1.2567 5.0370 0.8490
H: 0.1032 7.6164 1.6410
H: -1.6565 8.3968 3.2496
H: -4.6399 7.8863 0.5070
H: -3.0377 7.0793 -1.2459

Forces on the atoms, in the same order (eV/Å):
0.11 -3.82 0.94
-2.44 0.40 0.44
0.04 0.08 -0.44
-0.29 -0.31 0.25
-0.15 0.00 -0.31
0.08 -0.05 0.14
-0.07 -0.06 -0.15
-0.08 0.07 0.09
0.29 0.64 2.21
-0.18 0.15 -0.13
0.04 -0.20 -0.25
0.08 0.21 0.18
0.05 0.18 0.03
0.12 0.31 -0.27
-0.19 -0.35 0.41
0.03 0.39 0.01
-0.43 0.28 -2.00
-0.03 0.20 -0.26
0.05 -0.01 0.24
0.08 -0.03 -0.09
0.21 0.02 0.15
0.24 0.02 -0.16
0.17 -0.09 0.36
2.09 1.29 -0.60
-0.72 1.89 -0.09
0.09 0.05 0.11
0.13 0.05 -0.03
0.00 0.04 -0.14
-0.10 0.03 -0.11
-0.02 0.02 -0.02
0.12 -0.01 -0.03
0.00 0.01 -0.15
-0.07 -0.13 -0.03
0.00 -0.03 0.14
-0.02 -0.10 0.09
0.02 0.08 0.00
0.06 0.06 0.17
-0.01 -0.01 0.11
-0.13 -0.06 -0.01
-0.10 0.03 -0.12
-0.19 -0.20 0.20
0.14 0.47 -0.21
0.06 -0.22 0.37
-0.48 0.07 -0.33
1.11 -1.37 -0.86
0.32 0.26 0.43
-0.34 -0.27 0.07
0.23 -0.07 -0.23
-0.13 0.08 0.05
0.67 -0.23 -0.36
-1.09 0.52 1.11
0.34 -0.29 -0.67
-0.02 0.09 0.13
-0.10 0.03 -0.07
0.08 -0.11 -0.09
0.13 -0.07 -0.14
0.07 0.07 0.08
0.15 0.00 -0.02
0.07 0.02 0.09
-0.10 0.00 -0.06
0.00 -0.03 -0.16

Kohn-Sham gap (alpha / beta) ... 6.25 / 3.30 eV
LUMO level (alpha / beta) ... -7.2 / -9.4 eV
<S²> ... 0.771
Net charge ... +2
Highest occupied orbital energy (alpha / beta) ... -13.4 / -12.7 eV
Multiplicity ... 2

So, what does the natural (NBO) scheme give us? The charges, in e, come out as: 0.637, 0.111, -0.261, -0.178, -0.160, -0.169, -0.217, -0.132, 0.461, -0.570, 0.238, -0.219, -0.096, -0.213, 0.209, -0.559, 0.474, -0.144, -0.216, -0.168, -0.158, -0.179, -0.250, 0.093, -0.437, 0.242, 0.248, 0.247, 0.241, 0.279, 0.270, 0.251, 0.255, 0.250, 0.270, 0.268, 0.238, 0.247, 0.248, 0.242, 0.288, -0.083, -0.240, 0.059, -0.470, 0.048, -0.190, -0.146, -0.260, 0.056, -0.390, 0.057, -0.260, 0.258, 0.227, 0.221, 0.249, 0.231, 0.210, 0.210, 0.231



2.
Formula: C29H23IrN4OPS
Source: the Open Molecules 2025 dataset
Level of theory: ωB97M-V/def2-TZVPD

Geometry (Å):
Ir: -0.8085 -1.0790 -1.1003
N: -0.0658 -3.8532 1.7934
C: -0.5943 -2.9737 2.7363
C: -0.6898 -3.0844 4.1197
C: -1.2735 -2.0267 4.7774
C: -1.7541 -0.9063 4.0772
C: -1.6485 -0.8010 2.7063
C: -1.0356 -1.8543 2.0290
N: -0.7641 -2.0897 0.6614
C: -0.1859 -3.2862 0.5997
C: 0.2521 -3.7414 -0.7060
C: 0.6880 -4.9230 -1.1928
S: 1.0178 -4.7808 -2.8674
C: 0.5593 -3.1681 -2.8532
N: 0.1745 -2.7379 -1.6645
H: 0.3386 -4.7570 1.9913
H: -0.3300 -3.9545 4.6526
H: -1.3726 -2.0613 5.8537
H: -2.2320 -0.1111 4.6337
H: -2.0527 0.0532 2.1852
H: 0.8087 -5.8633 -0.6765
H: 0.5868 -2.5467 -3.7341
O: -1.8673 -1.3142 -3.6199
N: -1.0715 -0.3410 -3.0126
C: -0.4801 0.5000 -3.7718
C: 0.3298 1.6183 -3.3302
C: 0.7503 2.4819 -4.3393
C: 1.4523 3.6419 -4.0385
C: 1.7294 3.9452 -2.7201
C: 1.3501 3.0697 -1.7029
C: 0.6632 1.8991 -1.9961
P: 0.2763 0.8519 -0.5810
C: 1.6755 0.8196 0.4807
C: 2.9592 0.7578 -0.0853
C: 4.0652 0.7592 0.7422
C: 3.8976 0.7977 2.1241
C: 2.6268 0.8213 2.6874
C: 1.5087 0.8119 1.8730
C: -1.1815 1.5049 0.1845
C: -2.3425 0.8441 -0.2205
C: -3.5913 1.2009 0.2537
C: -3.6623 2.2761 1.1341
C: -2.5149 2.9487 1.5440
C: -1.2646 2.5754 1.0681
H: -1.9185 -1.1469 -4.5769
H: -0.6333 0.4065 -4.8456
H: 0.5182 2.2492 -5.3717
H: 1.7673 4.3056 -4.8322
H: 2.2544 4.8571 -2.4683
H: 1.5947 3.3215 -0.6787
H: 3.0915 0.7186 -1.1597
H: 5.0590 0.7298 0.3163
H: 4.7677 0.7952 2.7678
H: 2.5106 0.8515 3.7625
H: 0.5207 0.8179 2.3142
H: -2.3672 0.0075 -0.9791
H: -4.4863 0.6861 -0.0677
H: -4.6315 2.6022 1.4882
H: -2.5977 3.7706 2.2425
H: -0.3770 3.1035 1.3930

Forces on the atoms, in the same order (eV/Å):
-1.58 0.83 0.17
-0.07 0.02 0.10
0.11 -0.05 0.06
0.01 -0.07 -0.05
-0.02 0.07 0.03
0.00 -0.02 0.02
-0.04 0.05 -0.08
-0.07 -0.16 -0.27
0.26 0.08 0.65
0.07 -0.08 -0.15
0.05 0.13 0.07
0.02 -0.05 -0.08
0.06 -0.16 0.01
-0.01 0.10 0.16
0.55 0.17 -0.24
-0.01 -0.01 -0.01
-0.01 0.00 -0.02
-0.02 0.00 -0.01
0.01 0.00 -0.01
0.01 0.01 0.03
0.02 0.01 -0.02
-0.02 0.01 0.02
0.13 0.07 0.16
0.39 -0.94 -0.52
-0.11 0.15 0.18
0.12 -0.10 -0.15
-0.01 0.06 -0.03
-0.03 -0.04 -0.07
0.00 0.03 0.12
-0.02 0.07 -0.04
0.21 -0.22 0.05
0.17 -0.07 -0.22
0.15 -0.30 0.08
-0.03 0.04 0.05
0.01 -0.07 0.02
0.03 -0.03 0.00
0.00 -0.04 0.02
0.01 0.08 -0.07
-0.11 0.29 0.02
0.24 -0.32 0.06
-0.01 0.00 0.03
-0.06 0.03 -0.05
0.01 -0.01 0.01
-0.08 -0.10 0.12
-0.14 0.09 -0.02
-0.13 0.12 0.00
-0.03 0.04 0.01
0.00 -0.01 0.00
0.00 -0.01 0.00
0.07 -0.04 0.00
0.00 0.08 0.00
-0.01 -0.01 0.01
0.00 0.05 -0.01
0.00 -0.02 -0.01
-0.01 0.03 0.00
-0.10 0.21 -0.16
0.01 -0.02 0.02
0.01 -0.02 0.05
-0.01 0.04 -0.04
0.01 -0.02 -0.01

Kohn-Sham gap ... 6.51 eV
LUMO level ... -10.5 eV
ΔE to the lowest compared entry with this formula, charge and spin ... 12.8 kcal/mol
Net charge ... +3
Highest occupied orbital energy ... -17.0 eV
Multiplicity ... 1

So, what does the natural (NBO) scheme give us? The charges, in e, come out as: 0.766, -0.454, 0.106, -0.204, -0.161, -0.161, -0.253, 0.160, -0.522, 0.400, 0.057, -0.358, 0.695, -0.109, -0.439, 0.457, 0.257, 0.257, 0.246, 0.226, 0.295, 0.265, -0.529, -0.167, 0.159, -0.125, -0.125, -0.147, -0.155, -0.095, -0.407, 1.475, -0.487, -0.166, -0.182, -0.135, -0.140, -0.187, -0.468, -0.186, -0.174, -0.141, -0.177, -0.110, 0.494, 0.226, 0.244, 0.265, 0.261, 0.231, 0.231, 0.253, 0.254, 0.242, 0.234, 0.184, 0.261, 0.264, 0.261, 0.239



3.
Formula: C29H23N2O4PRhS2
Source: the Open Molecules 2025 dataset
Level of theory: ωB97M-V/def2-TZVPD

Geometry (Å):
Rh: 0.4323 -0.2554 0.6347
O: -2.7430 1.2802 -2.0521
C: -3.1830 2.2391 -1.2077
C: -4.2506 3.0136 -1.6589
C: -4.7803 4.0026 -0.8609
C: -4.2615 4.2428 0.4121
C: -3.2058 3.4866 0.8605
C: -2.6395 2.4787 0.0628
C: -1.4992 1.7378 0.6103
O: -0.9190 0.8102 -0.1828
N: -1.0476 1.9718 1.7922
N: -0.0050 1.1061 2.0612
C: 0.4881 1.1363 3.2555
S: -0.0125 2.2919 4.4339
C: 1.0129 1.5877 5.7601
C: 2.2553 0.9789 5.1401
S: 1.7046 -0.0153 3.7225
H: -2.0661 0.7677 -1.5903
H: -4.6483 2.8050 -2.6424
H: -5.6109 4.5923 -1.2259
H: -4.6851 5.0133 1.0403
H: -2.7869 3.6572 1.8420
H: 0.4278 0.8436 6.2979
H: 1.2701 2.4012 6.4368
H: 2.7619 0.3060 5.8296
H: 2.9517 1.7402 4.7932
O: -2.3668 -2.5046 0.6640
C: -1.1744 -2.5755 0.6949
O: -0.4377 -1.7195 1.4640
C: -0.4093 -3.6696 0.0137
C: -0.9331 -4.9562 0.0840
C: -0.2440 -6.0162 -0.4787
C: 0.9632 -5.8015 -1.1335
C: 1.4755 -4.5202 -1.2344
C: 0.7915 -3.4493 -0.6623
P: 1.3527 -1.7568 -0.9024
C: 3.0959 -1.7096 -0.4562
C: 3.9488 -0.7730 -1.0435
C: 5.2614 -0.6718 -0.6113
C: 5.7221 -1.4902 0.4116
C: 4.8721 -2.4107 1.0099
C: 3.5583 -2.5202 0.5834
C: 1.1966 -1.3540 -2.6499
C: 2.1024 -1.8493 -3.5894
C: 1.9127 -1.5781 -4.9332
C: 0.8213 -0.8206 -5.3444
C: -0.0832 -0.3326 -4.4143
C: 0.1065 -0.5999 -3.0669
H: -1.8763 -5.1106 0.5903
H: -0.6483 -7.0169 -0.4076
H: 1.4974 -6.6320 -1.5747
H: 2.4057 -4.3530 -1.7640
H: 3.5925 -0.1364 -1.8440
H: 5.9263 0.0433 -1.0763
H: 6.7493 -1.4118 0.7420
H: 5.2349 -3.0489 1.8044
H: 2.8974 -3.2447 1.0443
H: 2.9576 -2.4354 -3.2751
H: 2.6157 -1.9573 -5.6625
H: 0.6779 -0.6124 -6.3962
H: -0.9344 0.2549 -4.7308
H: -0.5958 -0.2297 -2.3378

Forces on the atoms, in the same order (eV/Å):
0.46 0.01 0.09
0.04 -0.04 -0.01
-0.06 0.03 0.01
0.00 0.00 0.02
0.00 0.01 0.00
0.00 -0.01 -0.01
0.01 0.02 0.00
0.01 0.03 0.00
0.04 -0.02 -0.02
-0.14 0.02 -0.42
0.00 -0.11 -0.03
-0.03 -0.08 0.37
-0.03 0.12 -0.03
0.02 0.06 0.04
-0.01 0.01 -0.01
0.01 -0.01 -0.02
-0.05 -0.03 -0.01
-0.01 -0.01 0.02
0.00 0.00 0.00
0.00 0.00 0.00
0.00 0.00 0.00
0.00 0.00 0.00
0.00 -0.01 0.00
0.00 -0.01 0.01
0.01 0.01 0.00
0.00 0.00 0.01
-0.03 -0.05 -0.01
-0.04 0.16 0.11
0.06 -0.22 0.09
0.04 -0.05 0.00
-0.02 0.03 0.00
0.03 -0.02 -0.02
-0.02 -0.01 0.02
-0.01 0.04 -0.03
-0.05 0.01 0.08
-0.37 0.15 -0.34
0.01 0.02 0.12
0.02 0.02 0.02
-0.02 0.01 -0.02
0.00 -0.02 0.02
0.02 0.01 0.00
-0.01 0.00 -0.02
0.11 -0.10 0.01
0.03 0.01 -0.01
0.00 0.00 0.01
0.00 0.00 0.00
0.00 0.00 -0.01
-0.01 -0.01 -0.04
0.00 0.00 0.00
0.00 0.00 0.00
0.00 0.00 0.00
0.00 0.01 0.00
0.00 0.00 0.00
0.00 0.00 0.00
0.00 0.00 0.00
0.00 0.00 0.00
0.00 0.00 0.00
0.00 0.01 0.00
0.00 0.00 0.00
0.00 0.00 0.00
0.00 0.00 0.01
0.01 0.01 0.01

Kohn-Sham gap (alpha / beta) ... 5.87 / 5.87 eV
LUMO level (alpha / beta) ... -4.8 / -4.8 eV
ΔE to the lowest compared entry with this formula, charge and spin ... 8.1 kcal/mol
Net charge ... +1
Highest occupied orbital energy (alpha / beta) ... -10.7 / -10.7 eV
Multiplicity ... 1

So, what does the natural (NBO) scheme give us? The charges, in e, come out as: 1.084, -0.661, 0.351, -0.272, -0.143, -0.251, -0.138, -0.186, 0.557, -0.650, -0.369, -0.413, -0.053, 0.409, -0.543, -0.517, 0.330, 0.494, 0.234, 0.225, 0.226, 0.233, 0.238, 0.255, 0.254, 0.235, -0.499, 0.752, -0.657, -0.133, -0.155, -0.171, -0.187, -0.176, -0.359, 1.066, -0.394, -0.216, -0.142, -0.193, -0.190, -0.200, -0.411, -0.183, -0.200, -0.165, -0.216, -0.107, 0.245, 0.234, 0.232, 0.224, 0.232, 0.223, 0.230, 0.230, 0.234, 0.221, 0.230, 0.231, 0.238, 0.202